# 1
The following is a DFT calculation (wB97M-V/def2-TZVPD) of a 11-piece molecular cluster, C54H52Cl6N8O16 overall.

Last column: Mulliken charge in e.
Cartesian coordinates (Å):
1 O -2.833 -5.110 2.571  -0.623
2 C -6.832 -2.170 -0.850  0.096
3 C -0.390 -1.286 0.196  -0.414
4 O 4.885 -0.338 5.213  -0.593
5 N -3.398 3.810 3.557  0.873
6 C 4.593 -3.776 1.935  -0.661
7 H 7.230 0.571 -2.041  0.187
8 C 6.405 -3.059 0.519  -0.164
9 H -4.498 2.532 -1.463  0.283
10 C -7.004 1.901 -3.703  -0.682
11 O -4.231 -2.036 0.295  -0.226
12 C 5.947 2.477 3.875  0.167
13 H -1.586 4.786 -0.582  0.466
14 H 3.588 4.566 8.388  0.392
15 C 2.633 3.563 6.793  -0.879
16 C 4.812 -2.722 2.755  -0.120
17 C -2.357 4.351 1.356  -0.219
18 C -3.643 -5.347 -0.950  -0.050
19 H -3.551 1.306 2.398  0.610
20 H 6.088 1.407 3.918  0.272
21 C -2.615 1.708 0.497  0.238
22 C 5.171 4.361 2.508  -0.436
23 O -5.037 -1.478 2.135  -0.630
24 Cl 4.347 1.085 -2.302  -0.109
25 C -2.609 -0.284 -6.844  -0.547
26 H 7.404 -1.298 1.126  0.453
27 H 1.331 2.105 -7.441  0.363
28 C 4.569 1.602 7.221  -0.204
29 H 1.893 2.766 -5.924  0.341
30 H 1.774 0.690 -4.727  -0.200
31 O -7.997 0.594 -5.949  -0.620
32 C 3.625 3.688 7.759  -0.157
33 H -6.070 -1.782 -1.509  0.371
34 H -0.205 -3.567 -1.144  0.624
35 C 0.164 -0.459 -0.805  -0.740
36 C -2.917 -5.086 0.250  -0.409
37 H -1.452 -1.454 0.093  1.079
38 H -0.129 -2.074 2.186  0.658
39 H -1.057 -4.317 1.048  0.592
40 H -9.536 -3.248 1.777  0.409
41 C -2.751 -0.580 -5.321  0.847
42 C 6.247 3.242 4.953  -0.614
43 N 7.294 -3.352 -0.671  1.023
44 H -3.707 -0.129 -5.055  -0.208
45 C 1.711 -1.239 1.398  -0.258
46 O 4.626 0.882 1.902  -0.394
47 H 6.063 2.705 -2.418  0.351
48 H -1.734 2.405 -1.293  0.610
49 N -3.481 -5.329 1.553  1.099
50 H 5.631 2.107 -4.088  0.335
51 C 5.955 -1.938 2.597  -0.722
52 H -3.759 -5.336 -3.057  0.412
53 H 6.735 -0.060 -3.643  0.307
54 C 5.588 5.185 3.607  -0.506
55 H -3.968 0.287 -2.050  0.366
56 C 5.818 1.848 -3.046  -0.593
57 N 3.802 0.282 5.231  1.142
58 O -4.043 2.954 4.226  -0.549
59 C 1.930 0.555 -5.797  0.121
60 H 3.780 -4.462 2.123  0.427
61 N -5.170 -1.921 1.066  0.888
62 C -6.262 2.616 -2.751  -0.456
63 H -1.591 -4.209 -3.280  0.464
64 C -1.646 -4.500 0.162  -0.258
65 C -8.792 -3.010 1.031  -0.597
66 H -8.546 -2.409 -2.223  0.413
67 H 2.339 -1.564 2.214  0.602
68 C 1.498 -0.183 -0.772  -0.353
69 O -1.742 -0.552 -2.030  -0.303
70 H -2.063 5.298 1.784  0.451
71 H -4.658 -5.716 -0.947  0.441
72 O 2.860 -0.209 4.642  -0.552
73 O 7.013 -4.337 -1.323  -0.606
74 C -5.172 1.997 -2.115  -0.506
75 C 2.290 -0.591 0.294  0.278
76 C -1.880 -4.476 -2.274  -0.166
77 O -7.301 -1.331 -5.293  -0.594
78 C 4.673 2.791 7.955  -0.729
79 C -5.660 -0.134 -3.389  -0.813
80 H 6.701 2.854 5.853  0.592
81 H -7.342 -2.755 2.482  0.375
82 O 8.213 -2.630 -0.912  -0.609
83 C 1.383 1.912 -6.369  -0.620
84 C -6.514 -2.340 0.523  -0.056
85 O -3.396 5.010 3.917  -0.568
86 C 0.352 -1.601 1.342  -1.611
87 H -5.292 -1.094 -3.719  0.983
88 O -0.103 0.585 -2.856  -0.640
89 H 1.300 -0.282 -6.098  0.361
90 C -3.132 -5.134 -2.201  -0.898
91 H 5.304 3.062 8.788  0.423
92 H -2.738 0.658 0.279  0.305
93 C 5.241 2.987 2.712  0.030
94 C -8.115 -2.520 -1.239  -0.413
95 C -1.105 -4.164 -1.116  -0.664
96 H 4.221 -2.527 3.637  0.544
97 H 1.912 0.394 -1.586  0.188
98 H 1.814 4.260 6.694  0.428
99 C 6.109 4.659 4.790  -0.699
100 C 5.374 -3.977 0.814  -0.145
101 C -6.670 0.564 -4.080  -0.398
102 H 5.133 -4.750 0.099  0.461
103 C 6.937 0.836 -3.056  -0.274
104 H 2.077 2.209 5.091  0.541
105 Cl -2.888 -2.307 -5.013  -0.161
106 H 3.342 -0.348 0.332  0.376
107 H -7.664 2.497 -4.316  0.404
108 C -2.019 4.037 0.064  -0.946
109 H -1.809 -0.873 -7.292  0.313
110 H -1.968 -0.101 -4.734  -0.460
111 O -4.628 -5.782 1.554  -0.619
112 H 5.596 6.234 3.353  0.381
113 Cl -4.028 -0.877 -7.738  -0.206
114 H -10.022 -3.200 -0.739  0.368
115 C -2.940 3.412 2.242  -0.357
116 C -4.921 0.617 -2.435  0.625
117 H -2.439 0.763 -7.094  0.337
118 N 4.602 2.067 1.682  1.003
119 Cl -0.364 1.993 -6.129  -0.163
120 Cl 8.349 1.629 -3.822  -0.212
121 C 3.671 1.431 6.160  0.027
122 C -7.520 -2.623 1.425  -0.632
123 C 2.724 2.468 5.915  -0.214
124 C 6.639 -2.014 1.388  -0.109
125 H 4.997 4.821 1.547  0.437
126 O 4.129 2.614 0.682  -0.596
127 N -0.636 -0.130 -2.003  1.167
128 C -3.067 2.033 1.764  -0.591
129 H 6.542 5.436 5.403  0.415
130 C -2.117 2.702 -0.328  -0.323
131 C -9.047 -2.988 -0.326  -0.368
132 Cl 3.702 0.477 -6.125  -0.202
133 H 5.338 0.848 7.309  0.399
134 H -6.492 3.667 -2.658  0.404
135 H 6.202 -1.150 3.293  0.161
136 N -7.370 -0.132 -5.184  1.115

## Properties
DFT total energy in eV: -176632.507
Total charge: 0
SMILES string: O=[N+]([O-])c1ccccc1.O=[N+]([O-])c1ccccc1.O=[N+]([O-])c1ccccc1.O=[N+]([O-])c1ccccc1.O=[N+]([O-])c1ccccc1.O=[N+]([O-])c1ccccc1.O=[N+]([O-])c1ccccc1.O=[N+]([O-])c1ccccc1.ClCCCl.ClCCCl.ClCCCl
Orbital gap in Eh: 0.3087
Relative energy (zero: lowest compared OMol25 entry of this formula, charge and spin) in kcal per mole: 34.6
E_LUMO in eV: -1.3
HOMO in eV: -9.686


# 2
The following is a DFT calculation (wB97M-V/def2-TZVPD) of C54H52F3MgN3O3Sb as an isolated structure.

Last column: Mulliken charge in e.
Cartesian coordinates (Å):
1 H -1.688 -4.378 -1.386  0.438
2 C 4.864 -1.040 -4.231  -0.427
3 Mg 1.422 0.577 -0.955  1.131
4 O 1.875 -2.284 4.405  0.042
5 C 2.969 -2.152 5.180  1.171
6 H -2.298 -3.397 -3.422  0.505
7 C -5.865 -0.463 -2.607  1.168
8 C 3.530 -4.404 1.862  -1.147
9 H -7.844 -1.033 -3.180  0.432
10 H 5.711 -0.157 5.191  0.494
11 C -5.748 -1.685 -1.733  -1.503
12 H -1.229 -4.268 1.035  0.429
13 H 2.533 -3.628 6.675  0.489
14 C -4.867 0.508 -2.749  0.833
15 C 2.140 -3.390 0.147  -0.197
16 H 2.654 3.228 1.255  0.241
17 C -2.459 -2.389 -3.041  -1.693
18 H -1.525 -2.129 2.252  0.443
19 C 3.207 -2.007 1.823  0.219
20 O 2.043 -1.028 0.001  -0.129
21 C -3.342 1.982 -0.288  0.439
22 H -4.822 -1.712 -1.167  -0.213
23 H 3.436 -2.613 -4.554  0.557
24 C 0.674 1.187 3.060  0.258
25 C 0.913 -3.267 4.758  -0.833
26 H 0.408 2.755 0.189  0.547
27 H -3.840 4.671 2.453  0.403
28 C -6.320 1.792 -4.219  -0.673
29 H 2.429 -5.477 0.344  0.474
30 C -4.466 2.774 1.681  -0.776
31 C -2.259 -2.322 -1.553  1.073
32 C -4.315 1.793 0.705  0.948
33 H -5.750 0.531 1.680  0.476
34 N 2.938 0.023 -2.550  0.415
35 H -4.678 -0.335 0.577  0.096
36 C 3.657 -1.684 -4.045  -1.103
37 H -6.487 2.669 -4.831  0.436
38 C -3.696 3.928 1.680  -0.801
39 C 3.900 -1.197 4.771  -0.094
40 C 4.368 -2.605 7.090  -0.790
41 Sb -2.892 0.683 -1.917  1.183
42 H 0.293 1.025 -3.820  0.340
43 H 4.544 -3.166 7.997  0.429
44 C 1.153 1.845 1.922  -0.064
45 C -2.186 -1.066 0.507  -0.319
46 N 3.643 -0.394 3.617  0.213
47 F -0.938 5.498 -5.516  -0.240
48 C 5.092 0.163 -3.575  -0.957
49 H 4.229 1.597 -2.234  0.476
50 C 0.669 4.342 -4.252  0.431
51 C 3.285 -0.728 2.410  -0.471
52 H -1.759 -1.718 -3.548  0.141
53 H 3.613 0.603 3.806  0.301
54 C 0.511 1.741 0.589  -0.080
55 C 5.023 -0.922 5.529  -0.606
56 C 1.284 4.612 -3.045  -0.939
57 H -2.340 -0.140 1.050  0.261
58 H 3.637 3.608 3.472  0.406
59 H 1.943 3.729 -1.200  0.349
60 H 1.467 -3.488 -0.692  0.167
61 C -1.562 -3.382 0.510  -0.815
62 C 3.229 -2.874 6.341  -0.843
63 H 2.987 0.120 1.804  0.861
64 C -1.825 -3.443 -0.854  -0.715
65 H 0.846 0.845 5.164  0.426
66 H -6.572 -1.715 -1.019  0.536
67 C -5.115 1.622 -3.561  -1.234
68 H -1.815 3.296 -1.039  0.392
69 C 0.375 5.435 -5.256  0.669
70 H 0.483 -3.058 5.740  0.388
71 H 5.614 -1.459 -4.887  0.448
72 H 1.355 -4.264 4.748  0.432
73 C 1.376 -1.789 -3.005  -1.435
74 C -7.304 0.823 -4.087  -0.729
75 H 0.562 -1.399 -1.278  -0.731
76 O 0.472 -1.047 -2.190  1.243
77 H -0.199 0.550 2.963  0.364
78 H -4.351 2.384 -3.679  0.358
79 C 2.444 -2.083 0.622  0.603
80 H -5.212 2.631 2.453  0.430
81 H 6.015 0.709 -3.701  0.449
82 H 6.144 -1.407 7.289  0.421
83 C -5.223 0.597 0.730  -1.141
84 H 2.765 2.388 5.455  0.424
85 H 1.516 -2.789 -2.597  0.576
86 H 0.895 -1.904 -3.980  0.669
87 F 1.001 5.195 -6.416  -0.247
88 C -7.069 -0.283 -3.292  -0.577
89 H -8.251 0.931 -4.598  0.380
90 C 2.671 -4.499 0.743  -1.072
91 F 0.765 6.636 -4.821  -0.279
92 C 1.261 1.359 4.305  -0.433
93 H -0.515 1.370 0.683  -0.222
94 C 2.718 -1.120 -3.191  0.566
95 C -2.576 3.148 -0.279  -0.816
96 C 5.265 -1.622 6.700  -0.786
97 C 3.764 -3.176 2.402  -0.428
98 C 2.826 2.896 3.361  -0.680
99 H -5.967 0.673 -0.064  0.241
100 C -2.468 -1.123 -0.855  0.315
101 H -2.139 5.019 0.681  0.465
102 N 1.164 2.299 -2.455  0.330
103 C -1.728 -2.187 1.191  -1.025
104 H 0.137 -3.198 4.002  -0.096
105 C 0.575 2.053 -3.630  -0.393
106 H -3.463 -2.078 -3.333  0.113
107 C 2.268 2.678 2.109  0.086
108 C 4.100 0.655 -2.755  -0.492
109 H -5.809 -2.597 -2.330  0.518
110 H 3.969 -5.292 2.291  0.466
111 C 1.500 3.557 -2.173  -0.503
112 H -0.195 2.798 -5.483  0.495
113 C -2.747 4.124 0.692  -0.695
114 H 4.388 -3.085 3.280  0.591
115 C 2.336 2.223 4.475  -1.216
116 H 1.576 5.616 -2.775  0.561
117 C 0.302 3.040 -4.555  -1.010

## Properties
DFT total energy in eV: -87586.558
Total charge: +1
Orbital gap in Eh: 0.2492
E_LUMO in eV: -2.8
HOMO in eV: -9.565